# C22H32N4O3S

The molecule C22H32N4O3S (the ωB97M-V functional and the def2-TZVPD basis, OMol25).

HOMO-LUMO gap = 8.75 eV
total energy = -46273.144 eV
largest force on an atom = 0.018 hartree/bohr
energy above the lowest of the compared OMol25 structures with the same formula, charge and spin = 0.0 kcal per mole
LUMO level = 0.0187 hartree

Structure (ORCA input):
```
! wB97M-V def2-TZVPD RIJCOSX def2/J DEFGRID3
* xyz 0 1
C -1.57087 -0.33151 -2.80014
O -1.64228 0.60720 -1.75559
C -1.68728 1.95335 -2.18742
C -0.29465 2.60132 -2.28630
C 0.05840 3.42505 -1.04724
N 0.08741 2.62709 0.15393
C 1.10669 2.66613 1.02767
O 2.09541 3.35738 0.89949
C 0.90066 1.75741 2.23598
S 1.12200 0.00032 1.81260
C -0.47693 -0.42706 1.23230
N -1.39389 0.47999 1.28384
C -2.66073 0.16380 0.88196
C -3.65873 1.14334 0.92193
C -4.93622 0.83242 0.51842
C -5.25101 -0.45020 0.07009
C -4.27921 -1.42326 0.02604
C -2.97740 -1.12690 0.43209
C -1.92748 -2.13203 0.36028
O -2.07580 -3.27081 -0.03818
N -0.66626 -1.69872 0.79184
C 0.41513 -2.66454 0.69728
C 0.87935 -2.86345 -0.74636
C 1.52119 -1.61040 -1.34238
N 2.68794 -1.16025 -0.60806
C 3.04410 0.20584 -0.95097
C 4.13657 0.72117 -0.02221
C 5.37251 -0.16165 -0.13023
C 4.96497 -1.60149 0.15769
C 3.84006 -2.02628 -0.78102
H -2.42841 -0.22986 -3.47587
H -0.64806 -0.22849 -3.38263
H -1.59925 -1.31642 -2.33808
H -2.29714 2.48329 -1.44858
H -2.20366 2.00861 -3.15380
H -0.25427 3.26046 -3.15409
H 0.44944 1.81452 -2.42436
H 1.05023 3.87257 -1.15515
H -0.67600 4.23309 -0.93262
H -0.69115 2.00149 0.34451
H -0.09720 1.86809 2.65623
H 1.66776 1.97300 2.97838
H -3.40530 2.13188 1.27417
H -5.70631 1.58980 0.54745
H -6.25907 -0.67521 -0.24396
H -4.49261 -2.42354 -0.31983
H 1.24938 -2.32422 1.31039
H 0.03087 -3.61431 1.08022
H 1.57992 -3.69784 -0.76072
H 0.02157 -3.14556 -1.35870
H 0.78644 -0.80092 -1.31360
H 1.75845 -1.80829 -2.40554
H 2.15653 0.83392 -0.84414
H 3.38786 0.27730 -2.00119
H 3.76246 0.69599 1.00165
H 4.36634 1.75706 -0.27324
H 6.13836 0.16622 0.57436
H 5.78900 -0.09262 -1.13862
H 4.60751 -1.67620 1.18579
H 5.81420 -2.27649 0.03511
H 3.55084 -3.05316 -0.55148
H 4.20245 -2.00007 -1.82710
*
```

Results of the Mulliken charge analysis, in e, for atoms 1 through 2: -0.85 0.13



# C5H14NO9PS

A cluster of 2 separate species, C5H14NO9PS in total at a distorted geometry (the ωB97M-V functional and the def2-TZVPD basis, OMol25).

HOMO-LUMO gap = 3.27 eV
total energy = -45450.752 eV
largest force on an atom = 0.152 hartree/bohr
LUMO level = 0.1481 hartree

Structure (ORCA input):
```
! wB97M-V def2-TZVPD RIJCOSX def2/J DEFGRID3
* xyz -2 1
C -3.10201 1.58990 -1.64439
O -2.11122 0.49015 -1.86233
C -0.89447 1.13158 -2.46103
C 0.24395 -0.02719 -2.83404
C 1.77071 0.39207 -2.36041
O 2.35827 -0.49725 -1.34674
P 1.59870 -0.32522 0.21163
O 2.67502 -0.69644 1.35335
O 0.35861 -1.54712 0.31638
O 1.03636 1.31288 0.38721
C 0.19177 1.49624 1.57729
N -1.19913 0.84231 1.44845
H -3.97912 1.56556 -2.45319
H -3.64315 1.50924 -0.59947
H -2.55665 2.64346 -1.76549
H -1.18566 1.79653 -3.40559
H -0.46414 1.89031 -1.66737
H 0.22397 -0.09191 -4.02560
H -0.08431 -1.09033 -2.45544
H 1.80418 1.53516 -2.09663
H 2.44736 0.27014 -3.33634
H 0.53736 -2.13511 1.12375
H 0.72232 1.23343 2.59776
H -0.03949 2.66593 1.63869
H -1.44834 0.47389 2.39266
H -1.91274 1.54968 1.16689
O 0.51554 -3.09010 2.90019
S 1.33039 -3.59561 4.02002
O 1.82230 -2.46025 4.82155
O 2.47676 -4.35589 3.48970
O 0.50687 -4.47604 4.86852
*
```

Results of the Mulliken charge analysis, in e, for atoms 1 through 2: -0.64 -0.35



# C47H91N6O11S

A cluster of 8 separate species, C47H91N6O11S in total at a distorted geometry (the ωB97M-V functional and the def2-TZVPD basis, OMol25).

HOMO-LUMO gap = 6.66 eV
total energy = -92490.608 eV
largest force on an atom = 0.171 hartree/bohr
LUMO level = -0.1505 hartree

Structure (ORCA input):
```
! wB97M-V def2-TZVPD RIJCOSX def2/J DEFGRID3
* xyz 1 1
C 0.14505 7.38405 -5.06512
C 0.23530 5.72542 -5.15734
C -1.25740 5.00246 -4.94857
C -1.82266 5.51599 -3.48281
C -3.22555 4.79548 -3.01468
C -2.90691 4.04481 -1.55618
C -2.04022 2.68316 -1.87647
C -1.94345 1.64237 -0.57594
C -1.79161 0.07288 -1.13742
N -2.51132 -0.94800 -0.34628
C -3.55346 -1.73770 -1.07502
N -4.77121 -1.10716 -1.35565
N -5.05243 0.21800 -1.03357
C -5.65778 0.26208 0.20054
S -6.42312 0.63556 1.68302
N -3.34824 -3.17740 -1.46889
C -1.91550 -3.62854 -1.34177
C -1.16990 -3.17620 0.06736
C 0.43733 -3.25392 -0.20351
C 1.05816 -2.26088 -1.32935
C 2.26451 -3.12026 -2.10645
N 2.86200 -2.37850 -3.28244
C -1.46795 -4.45040 1.11361
N -2.84198 -5.05816 0.95283
C -2.78334 -6.51521 0.54824
C -1.71672 -1.72671 0.66487
C -0.55699 -0.78799 1.34079
C 0.15518 -1.37774 2.68718
O 1.60653 -1.00926 2.79115
C 2.08609 -1.93620 3.86927
C 3.04886 -3.22502 3.51399
O 1.67846 -1.72794 5.14118
C -2.83334 -1.96571 1.89454
O -3.45411 -0.69384 2.34564
C -3.68234 -0.79473 3.82545
C -2.92872 0.25768 4.84125
O -4.53681 -1.75523 4.22668
H 0.23279 7.66563 -3.90860
H -0.93741 7.67614 -5.41869
H 0.99026 7.92863 -5.67801
H 0.98743 5.37305 -4.33222
H 0.72900 5.41872 -6.20005
H -1.04189 3.84442 -4.98369
H -1.94900 5.28358 -5.85098
H -0.98118 5.21749 -2.69536
H -2.00083 6.67927 -3.42301
H -4.14593 5.52520 -2.95682
H -3.49347 3.99470 -3.84475
H -2.38248 4.75891 -0.78572
H -3.95662 3.73792 -1.11629
H -0.95629 3.05111 -2.19878
H -2.51500 2.19352 -2.82688
H -2.89369 1.75292 0.13599
H -0.95559 1.92438 -0.01354
H -0.65262 -0.07436 -1.33443
H -2.29954 0.11195 -2.21832
H -5.54534 -1.63052 -1.86412
H -4.03730 -3.83313 -1.04748
H -1.92116 -4.81225 -1.50045
H -1.36017 -3.21473 -2.31426
H 1.11243 -3.14756 0.76940
H 0.65656 -4.36365 -0.58943
H 1.62110 -1.30726 -0.88295
H 0.31973 -1.84972 -2.13377
H 1.94939 -4.22436 -2.35079
H 3.13077 -3.20964 -1.29017
H 3.87386 -2.24647 -3.05026
H 2.86571 -3.08350 -4.06928
H -1.18368 -4.18348 2.23313
H -0.70142 -5.31698 0.81509
H -3.39769 -4.92529 1.84013
H -3.89577 -6.88788 0.34215
H -2.19073 -6.70584 -0.44459
H -2.33748 -7.22090 1.36884
H 0.29903 -0.44341 0.62107
H -1.10765 0.21875 1.67390
H 0.11908 -2.53926 2.81587
H -0.35360 -0.83453 3.61986
H 3.53880 -3.60431 4.51220
H 2.33807 -4.08640 3.09526
H 3.83210 -2.87397 2.71696
H -2.38050 -2.47038 2.84153
H -3.73481 -2.65018 1.54704
H -1.88889 0.60846 4.43406
H -2.76919 -0.30817 5.87276
H -3.69333 1.14017 5.03527
C -0.84550 5.60411 1.86607
C 0.23566 5.94083 0.87433
O 0.07491 6.81857 0.02782
C 1.52110 5.16189 0.95816
H -1.71497 6.24555 1.68663
H -1.14916 4.56127 1.74494
H -0.48496 5.78010 2.88271
H 1.32288 4.09932 0.79656
H 1.98707 5.31815 1.93432
H 2.20899 5.51220 0.18128
C -0.85753 2.07601 8.10248
C 0.22364 2.41272 7.11074
O 0.06289 3.29046 6.26423
C 1.50908 1.63378 7.19457
H -1.72699 2.71744 7.92305
H -1.16118 1.03316 7.98135
H -0.49699 2.25199 9.11912
H 1.31085 0.57122 7.03297
H 1.97505 1.79004 8.17073
H 2.19696 1.98409 6.41769
C -3.65403 -1.79607 10.54118
C -2.39026 -1.47398 9.78953
O -1.64655 -0.56351 10.15120
C -2.07168 -2.30879 8.57802
H -3.75448 -1.11308 11.39149
H -4.51909 -1.66819 9.88565
H -3.61069 -2.82074 10.91890
H -2.86625 -2.20372 7.83501
H -1.95785 -3.35628 8.86827
H -1.13094 -1.96321 8.13640
C 6.30107 -2.82396 -6.37767
C 6.15783 -1.97121 -5.14554
O 5.70581 -2.43241 -4.09872
C 6.58879 -0.53220 -5.24376
H 5.95112 -3.83859 -6.15935
H 5.69440 -2.41138 -7.18768
H 7.35149 -2.87285 -6.67554
H 5.99491 -0.01750 -6.00326
H 7.65200 -0.47897 -5.49113
H 6.42815 -0.03866 -4.27936
C -5.72994 -0.73553 -4.47600
C -4.64497 -0.45364 -5.48060
O -3.69956 0.28486 -5.20919
C -4.76157 -1.11005 -6.83029
H -5.51442 -0.19517 -3.54801
H -6.69312 -0.39449 -4.86379
H -5.76486 -1.80581 -4.25742
H -5.68161 -0.78566 -7.32298
H -4.75335 -2.19699 -6.71661
H -3.90890 -0.81614 -7.45160
C 6.80880 1.47054 8.32353
C 6.61772 1.42132 6.83125
O 7.57721 1.46338 6.06284
C 5.20720 1.31894 6.31540
H 7.87783 1.54409 8.55017
H 6.30296 2.34798 8.73417
H 6.41688 0.55738 8.77854
H 4.63000 2.18965 6.63657
H 4.74392 0.39905 6.68094
H 5.22221 1.29279 5.22063
C 4.06506 -1.35491 -10.72630
C 5.53817 -1.50061 -10.45326
O 6.01476 -1.22054 -9.35450
C 6.40575 -2.00198 -11.57668
H 3.56413 -0.98388 -9.82574
H 3.90629 -0.63777 -11.53555
H 3.63810 -2.32611 -10.98896
H 6.35128 -1.31363 -12.42383
H 6.08309 -3.00198 -11.87724
H 7.44511 -2.05671 -11.23582
*
```

Results of the Mulliken charge analysis, in e, for atoms 1 through 2: -0.79 -0.48



# C31H56Cl2F2O30

A cluster of 11 separate species, C31H56Cl2F2O30 in total at a distorted geometry (the ωB97M-V functional and the def2-TZVPD basis, OMol25).

HOMO-LUMO gap = 11.04 eV
total energy = -124959.654 eV
largest force on an atom = 0.060 hartree/bohr
LUMO level = 0.0145 hartree

Structure (ORCA input):
```
! wB97M-V def2-TZVPD RIJCOSX def2/J DEFGRID3
* xyz 0 1
O 14.07509 4.25456 23.41189
C 13.08707 4.26006 22.81775
O 11.85337 4.44042 23.33594
C 10.91806 4.42250 22.25983
C 11.76805 4.80476 21.05350
F 11.83950 6.17145 20.90838
O 13.02835 4.34420 21.45454
H 10.53889 3.41032 22.08601
H 10.10704 5.10288 22.49410
H 11.42804 4.39079 20.11127
O 12.68393 9.02134 20.32171
C 12.55510 10.16585 20.13370
O 12.36416 10.65081 18.89760
C 12.48910 12.06192 18.94422
C 12.43586 12.42803 20.44751
F 11.19612 12.98335 20.71168
O 12.61978 11.16225 21.05433
H 13.45807 12.35449 18.53487
H 11.71479 12.55650 18.37019
H 13.21319 13.14345 20.69266
C 9.38764 14.42466 23.20094
O 10.51388 14.35101 24.09984
C 10.47934 13.50994 25.12013
O 9.81541 12.55558 25.25402
O 11.31152 14.01515 26.02275
C 11.40107 13.42171 27.32494
H 9.49731 13.58976 22.50870
H 9.48707 15.34725 22.64401
H 8.45240 14.33164 23.74412
H 11.88482 12.44491 27.31916
H 10.44671 13.39809 27.84636
H 12.10010 14.05081 27.87643
C 11.99908 12.47975 11.46814
O 11.81415 13.50607 12.43398
C 11.37405 13.08672 13.61586
O 11.38702 11.95359 13.98851
O 10.92202 14.14982 14.28453
C 10.47087 13.91848 15.62510
H 11.02965 12.28905 11.00450
H 12.36826 11.57396 11.93364
H 12.65229 12.89022 10.70857
H 10.55762 14.86994 16.14616
H 11.08183 13.19386 16.16297
H 9.43285 13.58275 15.63489
C 11.15002 7.36813 18.19695
O 11.27280 6.87582 16.86436
C 10.46865 7.34672 15.91690
O 9.45673 7.93000 16.13451
O 10.88113 6.95674 14.71650
C 11.77020 5.83438 14.60124
H 10.20984 7.01702 18.63872
H 11.10737 8.45460 18.20763
H 11.96415 7.02509 18.81117
H 12.10476 5.86365 13.56981
H 11.24819 4.90832 14.84335
H 12.62458 5.90746 15.26829
C 12.30166 16.51128 19.55245
O 12.73690 16.87674 18.24202
C 13.35291 15.96178 17.49295
O 13.59242 14.85320 17.83494
O 13.53222 16.45513 16.28118
C 14.23905 15.66198 15.33870
H 13.10130 16.69561 20.26355
H 12.00040 15.45895 19.60783
H 11.36975 17.03650 19.74791
H 14.75969 16.33265 14.66603
H 13.57250 14.98960 14.79380
H 14.96931 14.99212 15.80067
C 15.47401 9.02607 18.26168
O 14.71817 8.43514 17.22312
C 14.33617 9.18966 16.22028
O 14.53142 10.35735 16.04046
O 13.72452 8.39849 15.36795
C 13.15400 8.99755 14.24383
H 16.52325 9.10827 17.96365
H 15.42300 8.46342 19.18350
H 15.13423 10.04063 18.46384
H 13.79850 9.64626 13.64744
H 12.30106 9.60210 14.55070
H 12.79981 8.24671 13.54677
C 16.51958 12.47045 17.73236
O 16.51848 12.55499 19.15547
C 17.59671 12.15892 19.83332
O 18.64110 11.84076 19.35995
O 17.30690 12.21704 21.11670
C 18.32580 11.79414 22.00470
H 17.47057 12.65394 17.23659
H 15.77841 13.17767 17.36900
H 16.15703 11.50386 17.38333
H 19.09509 12.57468 22.03233
H 18.86570 10.91326 21.65126
H 17.94861 11.61354 23.00148
C 11.52160 8.12661 24.91617
O 11.07144 9.21368 25.67764
C 11.52337 9.30945 26.90731
O 12.54048 8.83410 27.32460
O 10.69342 10.07472 27.58420
C 11.12276 10.40119 28.89236
H 10.67453 7.54692 24.55194
H 12.14128 7.46237 25.52149
H 12.11344 8.44375 24.07501
H 12.19061 10.62312 28.88122
H 10.93452 9.54550 29.53737
H 10.59151 11.28921 29.21167
C 9.24150 10.88372 17.33861
O 9.27364 11.93682 18.28373
C 8.33776 12.85373 18.31593
O 7.35840 12.91526 17.67101
O 8.69277 13.75902 19.21930
C 7.88158 14.89907 19.25180
H 10.07360 10.21085 17.48309
H 9.35314 11.30083 16.33559
H 8.31190 10.32203 17.33606
H 6.85924 14.60729 19.48704
H 7.88256 15.36888 18.26847
H 8.22902 15.61367 19.98871
Cl 14.09322 14.41821 23.04456
C 13.49230 15.89569 23.85518
Cl 14.47363 16.27369 25.25394
H 13.51645 16.70541 23.13827
H 12.47836 15.68548 24.17194
*
```

Results of the Mulliken charge analysis, in e, for atoms 1 through 2: -0.44 0.57



# C34H39ClIrO5P

A structure of composition C34H39ClIrO5P at a distorted geometry (the ωB97M-V functional and the def2-TZVPD basis, OMol25).

HOMO-LUMO gap (alpha / beta) = 8.26 / 5.53 eV
total energy = -70752.812 eV
largest force on an atom = 0.020 hartree/bohr
<S²> = 0.769
energy above the lowest of the compared OMol25 structures with the same formula, charge and spin = 0.0 kcal per mole
LUMO level (alpha / beta) = -0.3170 / -0.4174 hartree

Structure (ORCA input):
```
! wB97M-V def2-TZVPD RIJCOSX def2/J DEFGRID3
* xyz 3 2
Ir -0.82754 0.46174 1.29339
C -1.02453 3.37801 2.74565
O -0.48076 2.03560 2.80372
C 0.91020 1.96459 3.14075
C 1.08195 0.57643 3.68375
O 0.46320 -0.37662 2.75010
C -0.29659 -1.40458 3.45346
C -1.61553 -0.81223 3.87323
O -2.24676 -0.38142 2.65292
C -3.58521 0.13881 2.82583
H -0.95087 3.82530 3.73578
H -0.47896 3.97195 2.01536
H -2.07070 3.28786 2.46512
H 1.50539 2.15464 2.25552
H 1.16300 2.70293 3.90395
H 2.12692 0.29489 3.80304
H 0.56973 0.48744 4.64017
H -0.44113 -2.21499 2.73898
H 0.27792 -1.76788 4.30485
H -2.24863 -1.56411 4.34728
H -1.50408 0.04684 4.53900
H -4.22808 -0.66563 3.17923
H -3.57965 0.96215 3.54105
H -3.92058 0.49151 1.85318
Cl -1.96826 1.83870 -0.17585
C -2.74632 0.78194 -1.38390
C -3.63075 1.35895 -2.26710
C -4.25541 0.51868 -3.18231
C -3.99676 -0.84571 -3.17886
C -3.10013 -1.38849 -2.27060
C -2.43281 -0.56591 -1.36185
P -1.23436 -1.23999 -0.17823
C 0.25810 -1.70138 -1.05194
C 1.36058 -2.10279 -0.29536
C 2.53801 -2.46439 -0.92613
C 2.62342 -2.41567 -2.31396
C 1.53270 -2.00675 -3.06680
C 0.34632 -1.64861 -2.44017
C -2.00512 -2.71242 0.48734
C -1.34466 -3.94091 0.51417
C -2.01114 -5.06718 0.97749
C -3.32833 -4.97208 1.40454
C -3.99437 -3.75096 1.35979
C -3.33841 -2.62351 0.89972
H -3.84979 2.41820 -2.23969
H -4.96353 0.93544 -3.88575
H -4.50589 -1.49143 -3.88115
H -2.91252 -2.45571 -2.26398
H 1.30066 -2.14191 0.78756
H 3.38362 -2.80003 -0.34010
H 3.53769 -2.71839 -2.80740
H 1.59127 -1.99253 -4.14687
H -0.50051 -1.34421 -3.04129
H -0.32415 -4.03342 0.16671
H -1.50305 -6.02177 0.98966
H -3.84607 -5.85421 1.75674
H -5.03012 -3.68598 1.66610
H -3.87791 -1.68680 0.81589
C 5.68076 2.37555 -3.89371
C 4.50747 2.26627 -2.97496
C 4.67231 1.78125 -1.63980
C 3.60696 1.68472 -0.69210
C 3.89056 1.20865 0.70174
C 2.36241 2.06050 -1.10481
C 2.15934 2.56158 -2.43855
C 0.83095 3.05401 -2.85445
C 3.24705 2.63162 -3.34739
C 1.18567 2.05239 -0.15118
O 0.71535 3.09760 0.25222
O 0.78737 0.85330 0.16351
H 6.52047 1.77476 -3.55006
H 6.01630 3.41450 -3.94737
H 5.41487 2.06780 -4.90398
H 5.65946 1.46104 -1.32326
H 4.94020 0.95910 0.83631
H 3.28471 0.32990 0.93004
H 3.63822 1.99043 1.42195
H 0.03210 2.40072 -2.49427
H 0.75875 3.17586 -3.93195
H 0.66342 4.03061 -2.38070
H 3.05465 2.99582 -4.34897
*
```

Results of the Mulliken charge analysis, in e, for atoms 1 through 2: 4.34 -0.94